[1]
Formula: C24H26BrCaN10O4Se4
Source: the OMol25 dataset
Level of theory: wB97M-V/def2-TZVPD

CARTESIAN COORDINATES (ANGSTROEM)
1 Ca -0.9352 1.0493 0.6308
2 Br 4.8969 -3.2772 -2.6358
3 C 3.2944 -4.1666 -2.1345
4 C 2.0889 -3.7642 -2.6871
5 C 0.9231 -4.4216 -2.3297
6 C 0.9683 -5.4832 -1.4305
7 C 2.1903 -5.8901 -0.9113
8 C 3.3582 -5.2224 -1.2426
9 N -0.1690 -6.3235 -1.1590
10 N -1.3029 -5.8716 -0.9162
11 C -1.5392 -4.4858 -0.6790
12 C -2.5925 -3.9208 -1.3621
13 C -2.8585 -2.5539 -1.3261
14 C -2.0981 -1.6887 -0.5284
15 O -2.2732 -0.4279 -0.4725
16 C -1.0926 -2.3108 0.3199
17 N -0.4723 -1.4767 1.1921
18 C 0.4317 -1.9672 2.0060
19 C 0.7533 -3.3363 2.0432
20 C 0.1331 -4.1909 1.1801
21 C -0.8066 -3.6906 0.2488
22 H 2.0585 -2.9435 -3.3908
23 H -0.0228 -4.1052 -2.7473
24 H 2.2165 -6.7411 -0.2420
25 H 4.3072 -5.5282 -0.8247
26 H -3.1896 -4.5691 -1.9943
27 H -3.6599 -2.1312 -1.9177
28 H 0.9245 -1.2676 2.6749
29 H 1.4786 -3.6914 2.7633
30 H 0.3422 -5.2512 1.2186
31 N -0.9512 1.1162 3.3320
32 N -2.1761 1.4999 3.9228
33 C -3.0489 2.1452 3.1160
34 N -4.0424 2.8340 3.6892
35 N -2.8390 1.9719 1.8163
36 N -3.5985 2.6001 0.8895
37 O -4.6690 3.1436 1.1438
38 O -3.1050 2.5652 -0.2280
39 H -0.5640 0.3342 3.8520
40 H -0.2990 1.8959 3.4651
41 H -2.0673 1.9384 4.8298
42 H -3.8595 3.2128 4.6039
43 H -4.6243 3.3636 3.0576
44 Se -0.6423 4.4998 3.5249
45 Se 1.2892 3.6017 2.5319
46 Se 2.6487 2.6750 4.2042
47 Se 2.1887 0.3857 4.3283
48 C -0.3529 6.2584 -3.7182
49 C -0.2922 5.1558 -2.6998
50 C -0.0552 3.8378 -3.0677
51 C -0.0319 2.8552 -2.0922
52 N -0.2203 3.1042 -0.7976
53 C -0.4634 4.3687 -0.4410
54 C -0.4979 5.4107 -1.3500
55 H 0.1264 5.9630 -4.6510
56 H 0.1337 7.1604 -3.3472
57 H -1.3916 6.5120 -3.9398
58 H 0.1091 3.5720 -4.1046
59 H 0.1597 1.8196 -2.3538
60 H -0.6430 4.5518 0.6156
61 H -0.6888 6.4164 -0.9969
62 C 3.2479 0.1406 -1.3393
63 C 2.4552 0.4260 -0.0897
64 N 3.1278 0.5550 1.0490
65 O 1.2238 0.5161 -0.1557
66 H 4.3137 0.3253 -1.2179
67 H 2.8577 0.7496 -2.1527
68 H 3.1028 -0.9086 -1.6005
69 H 4.1248 0.4374 1.0614
70 H 2.6609 0.6386 1.9641

The orbital gap comes out at 5.9 eV. The HOMO energy is -3.83 eV. The total energy comes out at -14636.2254 Ha. Its total charge is -1.

[2]
Formula: C3H6NO2
Source: the OMol25 dataset
Level of theory: wB97M-V/def2-TZVPD

CARTESIAN COORDINATES (ANGSTROEM)
1 N -1.1978 -0.1558 -0.0309
2 C 0.0777 0.5152 0.1155
3 C 1.0487 -0.6240 0.1259
4 O 0.7278 -1.7802 0.0331
5 C 2.7245 -0.3625 -0.0695
6 O 3.1451 0.7336 0.0039
7 H -0.9174 -1.2057 0.0272
8 H -1.7571 -0.0262 -0.9431
9 H -1.7927 -0.1864 0.8267
10 H 0.2156 1.1536 -0.6692
11 H 0.2865 1.1839 1.1033
12 H 3.2371 -1.2170 -0.2080

The orbital gap comes out at 9.6 eV. The HOMO energy is -14.30 eV. The total energy comes out at -322.8163 Ha. Its total charge is +1.

[3]
Formula: C19H70N12O16
Source: the OMol25 dataset
Level of theory: wB97M-V/def2-TZVPD

CARTESIAN COORDINATES (ANGSTROEM)
1 C 0.1272 -1.2746 -3.5633
2 C -0.2715 -2.6956 -3.4646
3 O -1.5657 -2.7444 -2.8672
4 H 0.0475 -0.7042 -2.6423
5 H -0.4753 -0.7875 -4.2987
6 H 1.1432 -1.0728 -3.8452
7 H 0.3731 -3.3161 -2.8563
8 H -0.3622 -3.2005 -4.4177
9 H -1.8199 -3.6496 -2.9696
10 C 0.4232 0.2004 5.3539
11 C -0.0642 -0.8217 4.3307
12 O -0.1473 -0.2010 3.0291
13 H 0.3025 -0.1046 6.3725
14 H -0.1158 1.1475 5.2526
15 H 1.4495 0.5870 5.1956
16 H -1.0095 -1.1087 4.7681
17 H 0.6031 -1.6601 4.2538
18 H -0.5640 -0.8476 2.4937
19 C 2.4467 4.4694 -1.6615
20 C 3.3986 4.2641 -2.8584
21 O 2.8440 4.6510 -4.0573
22 H 2.0676 5.4598 -1.5891
23 H 2.9241 4.2562 -0.7678
24 H 1.6240 3.7637 -1.6938
25 H 3.6249 3.2335 -2.9159
26 H 4.3364 4.7447 -2.7001
27 H 3.3922 5.3474 -4.3586
28 C -3.2701 0.3248 -3.7747
29 O -2.3099 1.0105 -3.0056
30 N -3.8074 0.9606 -4.7466
31 N -3.6566 -0.8783 -3.7830
32 H -3.5198 1.9434 -4.8867
33 H -4.4377 0.6440 -5.4312
34 H -3.1394 -1.3798 -3.0387
35 H -4.4339 -1.3953 -4.2069
36 C 2.8294 -2.5561 3.3675
37 O 1.8414 -2.5607 2.4133
38 N 3.7751 -1.6528 3.2773
39 N 2.8499 -3.4289 4.3264
40 H 3.9764 -1.2879 2.3457
41 H 4.5205 -1.7958 3.8715
42 H 2.1923 -4.2034 4.2346
43 H 3.6108 -3.5539 5.0152
44 C -2.2814 -2.3485 2.7058
45 O -3.2457 -1.9534 3.6240
46 N -1.5744 -3.4231 2.8614
47 N -2.0090 -1.6416 1.5560
48 H -1.7413 -4.0536 3.6739
49 H -0.8297 -3.7132 2.1859
50 H -2.6168 -0.7700 1.3892
51 H -1.5123 -2.1021 0.7980
52 C -2.2567 2.4668 2.9823
53 O -1.0862 2.8896 2.3119
54 N -2.4351 1.2505 3.4017
55 N -3.2757 3.2426 3.0898
56 H -1.5463 0.6885 3.5308
57 H -3.1809 0.9055 4.0240
58 H -3.2031 4.0356 2.4073
59 H -4.2924 2.9303 3.2878
60 C -0.1929 -3.8534 -0.0348
61 O -0.7212 -4.7388 -0.8843
62 N 0.2812 -4.1259 1.1065
63 N -0.3879 -2.5907 -0.2516
64 H 0.4072 -5.1038 1.2499
65 H 0.8104 -3.4481 1.6727
66 H -0.7742 -2.5647 -1.2185
67 H 0.2508 -1.8106 0.1790
68 C 2.6761 1.9459 2.3576
69 O 3.9819 2.5138 2.4062
70 N 1.5891 2.6633 2.1195
71 N 2.3347 0.6694 2.5502
72 H 1.5726 3.6766 1.7430
73 H 0.6497 2.2966 2.2029
74 H 3.0581 0.0236 2.9398
75 H 1.3643 0.3168 2.7786
76 C -1.1277 3.8763 -1.1126
77 O -1.0565 3.7197 -2.4870
78 H -2.1440 3.7236 -0.8153
79 H -1.0325 4.9255 -0.8308
80 H -0.3576 3.3486 -0.5614
81 H -1.2460 2.7860 -2.7572
82 C 1.0574 1.7393 -3.8655
83 O 2.3437 1.2642 -3.9939
84 H 0.7291 1.5793 -2.8424
85 H 0.4698 1.1993 -4.5865
86 H 1.0607 2.7805 -4.1268
87 H 2.7248 1.7557 -4.7246
88 C -3.7537 -2.8046 -0.6525
89 O -3.4942 -1.4558 -1.0728
90 H -4.4025 -2.8038 0.2061
91 H -2.8742 -3.3916 -0.5084
92 H -4.2396 -3.2912 -1.4872
93 H -2.9141 -0.9737 -0.4420
94 C 0.0859 0.5839 -0.1218
95 O 0.9803 -0.4052 0.3612
96 H -0.6512 0.2869 -0.9310
97 H 0.7035 1.3113 -0.6849
98 H -0.4179 1.1223 0.7400
99 H 1.5350 0.0065 1.0445
100 C -3.7921 1.3929 0.0714
101 O -3.7912 0.5122 1.1558
102 H -4.7129 1.3050 -0.5169
103 H -2.9432 1.1831 -0.6350
104 H -3.7577 2.3984 0.3881
105 H -3.4110 1.0017 1.8540
106 C 2.8264 -3.4016 -1.2508
107 O 2.4740 -2.1005 -1.6293
108 H 3.8816 -3.5548 -1.6163
109 H 2.2386 -4.2491 -1.5980
110 H 2.8385 -3.5904 -0.2142
111 H 1.7022 -1.8027 -1.0952
112 C 3.6449 1.4930 -0.8686
113 O 4.7183 1.1109 -1.7598
114 H 2.8878 1.9088 -1.4727
115 H 3.9024 2.2260 -0.1302
116 H 3.3503 0.5437 -0.4797
117 H 4.3988 0.3405 -2.1966

The orbital gap comes out at 8.2 eV. The HOMO energy is -8.67 eV. The total energy comes out at -2626.6449 Ha.

[4]
Formula: C16H16CaN2O3
Source: the OMol25 dataset
Level of theory: wB97M-V/def2-TZVPD

CARTESIAN COORDINATES (ANGSTROEM)
1 Ca 1.0429 0.0083 -0.5070
2 C 2.2482 3.1235 2.3025
3 C 2.4648 2.1514 1.1699
4 C 3.6429 2.5131 0.2970
5 O 1.2384 2.1781 0.3003
6 C 2.5335 0.6763 1.6994
7 O 2.3387 0.4826 2.8862
8 O 2.7328 -0.2197 0.7893
9 H 2.1570 4.1430 1.9139
10 H 3.1042 3.0941 2.9748
11 H 1.3674 2.8650 2.8855
12 H 3.5138 3.5174 -0.1115
13 H 3.7750 1.8104 -0.5239
14 H 4.5624 2.4990 0.8850
15 H 0.8366 3.0530 0.3631
16 C -3.5397 -0.8631 3.2288
17 C -4.1067 -1.3206 2.0433
18 C -3.3710 -1.3463 0.8701
19 C -2.0587 -0.9007 0.9003
20 C -1.4811 -0.4347 2.0697
21 C -2.2257 -0.4223 3.2434
22 N -1.2008 -0.8859 -0.2769
23 N -1.6130 -1.5747 -1.2221
24 C -0.8056 -1.6364 -2.4485
25 C -1.5170 -2.3386 -3.4214
26 C -0.9540 -2.5114 -4.6739
27 C 0.3151 -1.9940 -4.8972
28 C 0.9950 -1.3223 -3.8866
29 C 0.4832 -1.0934 -2.5997
30 H -4.1244 -0.8526 4.1395
31 H -5.1339 -1.6621 2.0344
32 H -3.7974 -1.7043 -0.0553
33 H -0.4484 -0.1012 2.1010
34 H -1.7657 -0.0748 4.1589
35 H -2.4942 -2.7370 -3.1802
36 H -1.4867 -3.0429 -5.4518
37 H 0.7824 -2.1178 -5.8675
38 H 1.9897 -0.9585 -4.1326

The orbital gap comes out at 8.1 eV. The HOMO energy is -8.57 eV. The total energy comes out at -1632.1722 Ha.